Version A
Formula: C3H9N2O
Source: the OMol25 dataset
Level of theory: the ωB97M-V functional and the def2-TZVPD basis

HOMO   -2.606 eV
Kohn-Sham gap   6.850 eV

The geometry in ORCA input format:
```
! RIJCOSX wB97M-V def2-TZVPD def2/J DEFGRID3
* xyz -1 1
C -0.217 -0.022 -0.744
N 0.058 1.152 0.178
C 1.637 1.375 0.163
O 2.084 1.537 -1.108
C -0.471 -1.316 -0.027
N -1.844 -1.373 0.548
H 0.388 -0.130 -1.602
H -1.150 0.249 -1.282
H -0.219 1.829 -0.433
H 1.936 0.546 0.874
H 1.906 2.284 0.874
H 0.337 -1.396 0.741
H -0.415 -2.239 -0.698
H -1.844 -1.985 1.440
H -2.185 -0.512 1.076
*
```

=====

Version B
Formula: C3H9N2O
Source: the OMol25 dataset
Level of theory: the ωB97M-V functional and the def2-TZVPD basis

HOMO   -2.675 eV
Kohn-Sham gap   6.975 eV

The geometry in ORCA input format:
```
! RIJCOSX wB97M-V def2-TZVPD def2/J DEFGRID3
* xyz -1 1
C 0.587 1.379 1.713
N -0.467 1.724 0.760
C 0.064 1.647 -0.637
O 0.502 0.427 -1.011
H 1.181 0.538 1.339
H 0.132 1.097 2.667
H 1.248 2.231 1.897
H -1.153 0.979 0.808
H 0.870 2.418 -0.662
H -0.762 2.026 -1.279
C -0.148 -2.332 -0.935
N -0.748 -3.038 -0.061
H -0.477 -1.317 -1.184
H 0.731 -2.726 -1.454
H -0.244 -3.913 0.083
*
```

=====

Bottom line: version B, by a margin of 30.6 kJ/mol.

=====

Version A
Formula: C4H2N4O
Source: the OMol25 dataset
Level of theory: the ωB97M-V functional and the def2-TZVPD basis

HOMO   -9.547 eV
Kohn-Sham gap   8.299 eV

The geometry in ORCA input format:
```
! RIJCOSX wB97M-V def2-TZVPD def2/J DEFGRID3
* xyz 0 1
C -1.950 0.115 0.503
C 0.634 -0.302 0.209
C 1.880 -0.561 -0.233
C -0.137 0.386 -0.776
H -3.061 0.205 0.590
H 2.736 -0.445 0.350
N -1.081 -0.161 1.706
N 0.040 -0.542 1.491
N 0.692 0.730 -1.633
N -1.586 0.464 -0.740
O 1.834 0.110 -1.467
*
```

=====

Version B
Formula: C4H2N4O
Source: the OMol25 dataset
Level of theory: the ωB97M-V functional and the def2-TZVPD basis

HOMO (spin up / spin down)   -9.834 / -9.065 eV
Kohn-Sham gap (spin up / spin down)   7.397 / 6.209 eV

The geometry in ORCA input format:
```
! RIJCOSX wB97M-V def2-TZVPD def2/J DEFGRID3
* xyz 0 1
C 0.600 0.987 0.088
C -0.828 1.301 0.232
C -1.399 -0.051 0.332
C -2.884 -0.303 0.067
N 0.786 -0.279 -0.039
N -1.564 2.300 0.111
N -3.274 0.808 -0.426
N -0.426 -0.899 0.022
O -3.290 -1.448 0.135
H 1.407 1.691 0.058
H -0.499 -1.901 -0.103
*
```

=====

Bottom line: version A, by a margin of 136.8 kJ/mol.

=====

Version A
Formula: C6H14N3S
Source: the OMol25 dataset
Level of theory: the ωB97M-V functional and the def2-TZVPD basis

HOMO   -12.060 eV
Kohn-Sham gap   8.721 eV

The geometry in ORCA input format:
```
! RIJCOSX wB97M-V def2-TZVPD def2/J DEFGRID3
* xyz 1 1
C -0.803 -2.286 0.890
C 1.329 1.824 -1.181
C 2.734 1.977 -1.244
C 0.487 2.802 -1.828
C 1.632 -2.992 0.756
C -3.184 -2.339 0.351
N 0.298 -2.654 0.987
N -1.986 -1.716 0.837
N -2.049 -0.303 1.049
S 0.713 0.535 -0.394
H 3.248 0.982 -1.137
H 3.014 2.780 -0.564
H 3.082 2.503 -2.264
H -0.296 2.974 -1.233
H 0.145 2.451 -2.853
H 1.135 3.681 -1.876
H 1.613 -4.168 0.894
H 2.211 -2.475 1.507
H 2.088 -2.701 -0.254
H -3.765 -1.644 -0.382
H -3.074 -3.259 -0.206
H -3.921 -2.433 1.153
H -1.912 -0.018 2.118
H -1.256 0.163 0.617
*
```

=====

Version B
Formula: C6H14N3S
Source: the OMol25 dataset
Level of theory: the ωB97M-V functional and the def2-TZVPD basis

HOMO (spin up / spin down)   -11.772 / -10.834 eV
Kohn-Sham gap (spin up / spin down)   8.200 / 6.571 eV

The geometry in ORCA input format:
```
! RIJCOSX wB97M-V def2-TZVPD def2/J DEFGRID3
* xyz 1 1
C 2.289 -0.401 0.130
C -1.823 -0.307 -1.300
C -1.116 -1.215 -0.321
C -2.464 0.792 -0.420
C -0.402 -0.345 0.677
C -0.066 -0.788 2.098
N 2.691 -1.468 0.509
N 2.633 0.667 -0.505
N 1.785 1.688 -0.841
S -1.132 1.338 0.716
H -1.138 0.160 -1.997
H -2.549 -0.732 -1.905
H -1.773 -1.914 0.169
H -0.482 -1.860 -0.860
H -2.683 1.592 -1.152
H -3.390 0.407 0.145
H -0.398 -1.763 2.376
H -0.431 -0.082 2.828
H 1.081 -0.754 2.339
H 2.078 -2.216 0.443
H 3.605 0.888 -0.608
H 1.758 1.815 -1.890
H -0.261 1.898 -0.207
H 2.188 2.600 -0.424
*
```

=====

Bottom line: version A, by a margin of 158.9 kJ/mol.